Entry from OMol25: 14 unconnected molecules or ions with the total composition C32H84N8O28 (ωB97M-V/def2-TZVPD).

```
152
Properties=species:S:1:pos:R:3:forces:R:3:lowdin_charge:R:1
C -5.611710 -6.227846 -3.437425 -0.1593 0.3673 0.1459 0.059
N -5.658657 -4.741780 -3.166525 0.1316 1.2599 0.7585 -0.411
O -5.907087 -3.949816 -4.064934 0.0526 -1.1900 0.1577 0.060
O -5.423638 -4.360595 -2.016175 -0.2027 -0.9464 -0.9239 0.035
H -5.452344 -6.370252 -4.506268 0.2109 0.0265 0.2875 0.099
H -6.565374 -6.669796 -3.148791 -0.1015 0.3424 -0.0269 0.100
H -4.860210 -6.637208 -2.762322 0.1090 0.1022 -0.4040 0.099
C -2.916268 3.221572 3.240835 0.2205 -0.9413 0.6610 0.069
N -3.003668 1.794654 2.701772 -1.1831 1.1669 2.8596 -0.417
O -3.204399 1.709556 1.532436 0.2526 -1.0052 -1.3824 0.061
O -3.078305 0.910766 3.561846 0.6519 0.4273 -1.4925 0.050
H -3.272065 3.118260 4.265934 -0.1857 0.2871 -0.1978 0.093
H -3.549205 3.836688 2.601197 0.3979 -0.0071 0.1457 0.102
H -1.866920 3.510814 3.298389 -0.1447 0.1079 -0.5352 0.073
C 6.016982 2.493093 2.612033 0.3784 -0.0771 0.5995 0.056
N 4.633403 2.009371 2.936567 -0.0577 -0.9975 2.2043 -0.379
O 4.239590 2.228278 4.118871 0.6039 -0.0345 -2.7333 0.010
O 4.077710 1.256889 2.160384 0.1707 0.9532 0.3641 0.075
H 6.090176 3.572425 2.745367 -0.3623 -0.0803 -0.4265 0.104
H 6.387585 2.080665 1.673594 -0.5739 0.3649 -0.0746 0.100
H 6.645127 2.083984 3.403339 -0.1673 -0.1266 0.0828 0.100
C -3.925080 2.814313 -1.382102 1.1129 -0.0820 -0.8292 0.069
N -3.315526 2.059052 -2.549287 0.2153 -0.2572 0.8995 -0.421
O -2.175034 1.635846 -2.391198 -0.6793 0.6056 -0.2356 0.044
O -4.030664 1.822940 -3.485527 -0.1380 -0.0632 -0.7613 0.076
H -3.285967 3.689927 -1.268467 0.0668 -0.1307 0.3468 0.088
H -3.753985 2.075689 -0.598995 -0.6483 0.5892 0.3393 0.072
H -4.929268 3.154213 -1.635437 0.0631 -0.6078 0.1908 0.103
C -5.417640 -0.911505 -2.538020 -1.1681 0.3111 -0.5484 0.040
N -6.501631 -0.165043 -1.801607 0.4666 -0.1614 -2.0249 -0.434
O -6.235470 0.103257 -0.656847 -0.9254 0.4980 0.5530 0.060
O -7.500294 0.126114 -2.469191 0.8442 -0.1672 1.6237 0.048
H -5.512240 -0.577174 -3.571152 0.4510 0.1683 0.1460 0.097
H -5.765954 -1.944089 -2.561390 0.5716 -0.0959 0.4345 0.068
H -4.475478 -0.670127 -2.045905 -0.1271 -0.4483 -0.2100 0.080
C 3.339944 -1.707714 1.744746 0.7880 0.7950 -0.5610 0.021
N 2.524583 -2.823358 1.234169 -0.1583 -2.0846 -0.7278 -0.352
O 2.326497 -2.927269 -0.013837 0.1674 0.1999 3.4845 0.035
O 2.186011 -3.653085 2.110004 0.2466 1.5956 -2.3714 0.039
H 3.690708 -1.103021 0.908434 -0.7528 0.1903 0.0060 0.096
H 4.277608 -2.072685 2.163874 -0.4002 -0.5798 0.3676 0.101
H 2.778002 -1.168944 2.507667 0.1155 -0.1303 -0.2659 0.069
C 1.470191 3.665856 4.231989 -0.0444 -0.6221 0.2579 0.052
N 2.503781 4.495566 3.548889 -0.6074 0.9306 2.7124 -0.470
O 3.068264 5.378520 4.162775 -0.0322 -0.0771 0.2863 0.075
O 2.673233 4.256535 2.407342 0.5435 -0.7386 -2.8812 0.054
H 1.441875 3.773014 5.316347 0.3004 0.4737 -0.2544 0.104
H 1.762542 2.641907 3.999280 -0.2628 0.0951 -0.0580 0.063
H 0.511860 3.925089 3.781988 0.1431 -0.0617 -0.0969 0.086
C 1.042112 -2.595155 -3.238207 0.7582 -1.0450 0.4531 0.060
N 1.048425 -4.045366 -3.657968 1.4533 -2.0504 1.0635 -0.405
O 2.047446 -4.752112 -3.345519 -1.8875 1.9493 -0.8255 0.026
O 0.049626 -4.520863 -4.154975 0.1182 0.5606 -0.1965 0.051
H 0.160590 -2.477558 -2.607971 -0.0764 0.1806 -0.7374 0.069
H 1.120615 -1.961147 -4.121361 -0.3431 -0.0747 0.1550 0.098
H 1.920447 -2.535164 -2.595532 -0.0126 0.3527 -0.2169 0.087
C 0.564712 0.354960 2.288837 -0.1233 0.4402 1.5376 -0.139
O 0.536408 0.036646 0.926728 -1.0112 -0.6533 0.0921 -0.155
C -0.779359 -0.340139 0.433784 -0.4135 1.2387 0.1242 -0.171
C -0.590313 -0.855881 -0.980317 -0.5332 0.7819 0.5876 -0.198
O -1.791816 -1.221506 -1.654774 0.1534 -0.7759 1.4501 -0.196
C -2.388728 -2.431183 -1.181446 -0.6537 -0.7535 -1.3085 -0.099
H -0.346950 0.712008 2.767876 -0.8456 0.2617 -0.7760 0.079
H 1.267118 1.148682 2.543256 0.4392 -0.0650 -0.7168 0.067
H 0.773496 -0.453545 2.989436 0.4671 -0.7273 -0.4510 0.065
H -1.415583 0.544670 0.413264 0.1102 0.4058 -0.2089 0.087
H -1.392540 -0.976657 1.071726 0.6837 -0.7688 0.3087 0.119
H 0.142712 -1.650952 -0.843821 0.0794 -0.2519 -0.6892 0.097
H -0.251118 -0.003349 -1.568737 0.5937 -0.2831 -0.0920 0.125
H -3.232472 -2.436311 -0.491390 0.2870 1.1063 0.7510 0.090
H -1.693287 -3.200228 -0.845251 0.4276 0.2136 0.0136 0.087
H -2.908466 -2.829252 -2.052955 0.2605 -0.2766 -0.3379 0.073
C 4.908519 -4.746936 4.287507 0.6895 0.4424 0.0319 -0.069
O 5.169129 -3.749417 5.282444 1.4251 0.9679 -1.9059 -0.185
C 4.301075 -3.589056 6.311366 -2.5757 -1.2933 1.1870 -0.224
C 2.801990 -3.138478 5.915145 1.5438 -0.6884 0.5986 -0.172
O 2.744584 -2.052917 5.026724 0.8314 0.1642 -0.2758 -0.219
C 3.026019 -0.722977 5.498272 -1.1112 -0.6978 0.4989 -0.073
H 4.732138 -4.235380 3.341306 -0.3107 -0.1239 -0.0107 0.069
H 4.117462 -5.471911 4.479173 -0.2828 0.3375 0.4073 0.094
H 5.830209 -5.318064 4.176185 0.0709 -0.0319 0.0173 0.084
H 4.671780 -3.043651 7.179242 0.5529 0.9874 -0.7062 0.116
H 4.348548 -4.584855 6.752094 -1.4368 -0.5031 0.6082 0.113
H 2.188396 -2.964851 6.799145 0.2456 0.3200 0.4629 0.117
H 2.294438 -3.988367 5.458847 0.1666 0.1273 -0.5693 0.111
H 3.024998 -0.644650 6.585458 -0.4258 -0.2864 0.2522 0.088
H 2.146891 -0.222107 5.092843 0.4078 0.8984 0.1672 0.076
H 3.967599 -0.233826 5.248744 0.1112 -0.5253 -0.8640 0.074
C -3.013657 -3.675526 6.283618 1.6414 0.6928 -0.0790 -0.076
O -1.836047 -2.883614 6.236366 1.6627 0.2273 0.7781 -0.210
C -1.577690 -2.006208 5.185586 -0.8977 -0.8016 -1.1052 -0.186
C -0.957356 -2.613757 3.883221 -0.0153 1.8243 0.8234 -0.227
O -1.572665 -3.733530 3.390201 -1.0294 -0.5528 -0.3609 -0.175
C -0.930168 -4.316750 2.251014 -0.3724 -0.4916 1.4062 -0.067
H -2.949014 -3.970241 7.331019 -0.8612 -0.4359 -0.1460 0.090
H -2.830771 -4.506076 5.601821 -0.8363 -0.1607 0.0040 0.083
H -3.861090 -3.028167 6.058048 -0.4070 -0.4188 -0.0746 0.089
H -0.863411 -1.246403 5.502752 0.0554 -0.0350 0.2927 0.119
H -2.524598 -1.502404 4.991594 -0.1149 0.2781 -0.5751 0.107
H 0.115681 -2.697658 4.055459 0.3585 -0.6333 0.0059 0.107
H -1.065982 -1.815340 3.149176 0.1119 0.4318 -0.2236 0.091
H -0.654088 -3.647678 1.436018 0.0595 0.4336 0.2274 0.069
H -1.659361 -5.034881 1.875971 0.2662 -0.1422 -0.0603 0.092
H -0.066220 -4.798013 2.709358 0.3470 -0.2771 -0.8880 0.083
C 3.316546 1.918637 -5.774979 0.0209 0.1081 -0.0886 -0.124
O 2.772406 0.874993 -5.011105 -0.4897 -0.7410 0.5967 -0.191
C 1.715400 1.137681 -4.060663 1.0528 1.9293 -0.3095 -0.143
C 1.933003 2.425732 -3.234159 1.4080 0.6660 1.3792 -0.170
O 3.199918 2.420305 -2.491357 -0.2867 0.7301 0.5327 -0.203
C 3.525718 3.628204 -1.699187 -0.5059 -0.9948 -1.3975 -0.068
H 2.575118 2.564438 -6.245429 -0.3449 0.2133 0.2113 0.085
H 3.861588 1.483922 -6.612864 0.0537 -0.3042 0.1569 0.086
H 4.026870 2.507726 -5.194875 -0.0731 0.2200 0.1181 0.085
H 1.631904 0.258327 -3.422014 0.0225 0.1171 -0.1527 0.109
H 0.793432 1.349371 -4.602212 -0.3234 -0.4387 0.0325 0.105
H 1.152551 2.640443 -2.504175 -0.5290 -0.7254 0.0303 0.100
H 1.924528 3.349457 -3.812748 0.1227 -0.1158 -0.7777 0.110
H 2.950081 3.810343 -0.791690 -0.2242 -0.7387 0.1971 0.051
H 3.355984 4.533570 -2.281947 0.2123 0.0546 -0.4394 0.077
H 4.583178 3.535237 -1.451735 -0.1533 -0.0024 -0.0326 0.083
C -0.116426 -2.703358 -8.106653 -0.0777 -1.1139 -0.2094 -0.151
O -1.019171 -1.731569 -7.705112 1.6470 2.6298 0.5711 -0.187
C -0.223180 -0.501728 -7.464835 -2.9777 0.8211 0.0613 -0.144
C -1.135665 0.530373 -6.726938 -0.5576 -1.4572 2.0685 -0.129
O -1.277121 0.140627 -5.295453 -0.2933 -0.2178 -0.2678 -0.235
C -2.138450 -1.001952 -5.016207 0.9406 -0.7978 -1.0945 -0.087
H 0.414390 -2.509511 -9.038721 -0.1719 0.4190 -0.4049 0.082
H -0.735415 -3.588233 -8.254751 0.4827 -0.3455 0.1669 0.095
H 0.675840 -2.819786 -7.367147 -0.0517 -0.5044 0.3025 0.084
H 0.081987 -0.097559 -8.430040 0.1171 -0.0293 -0.1658 0.118
H 0.652318 -0.595538 -6.822343 0.0502 -0.7056 0.0478 0.115
H -2.189036 0.655013 -6.977882 0.1340 -0.4411 -1.2061 0.119
H -0.735713 1.544317 -6.719502 0.4715 -0.1757 0.0769 0.110
H -2.921314 -1.201944 -5.747794 -0.4077 0.9246 -0.1338 0.085
H -2.532540 -1.089499 -4.003721 0.2082 1.0794 0.0254 0.060
H -1.582488 -1.928364 -5.160292 0.5810 -0.0848 0.1793 0.066
C -0.143825 8.493213 -0.106733 -0.2998 0.0941 -1.5792 -0.158
O 0.205299 7.772406 0.999045 0.9568 -1.7763 1.0361 -0.185
C 0.606268 6.381700 0.706602 -1.4256 1.3690 1.0940 -0.134
C -0.643303 5.576798 0.536298 -1.7088 -1.3013 -1.2728 -0.223
O -0.581938 4.237203 1.014121 0.0232 0.0912 0.5105 -0.217
C -0.126887 3.205741 0.104773 -0.6349 0.6145 1.1213 -0.036
H 0.576659 8.216152 -0.876311 0.2141 0.8431 -0.5316 0.087
H -0.222758 9.559235 0.106446 0.5618 -0.0402 0.1039 0.094
H -1.112377 8.243055 -0.539674 -0.4803 -0.3699 0.1077 0.080
H 1.026538 6.073204 1.663840 0.6100 -0.1569 -0.4803 0.116
H 1.212010 6.252304 -0.190302 0.6489 0.5093 0.3023 0.125
H -1.048289 5.474329 -0.470477 0.7429 0.2618 -0.8596 0.118
H -1.502187 6.120010 0.930438 0.1551 -0.1748 1.1997 0.128
H -0.807469 3.066127 -0.735115 0.0786 0.3621 -0.3196 0.070
H -0.241766 2.302753 0.704373 0.5519 0.0184 -0.1938 0.065
H 0.905777 3.395643 -0.187863 -0.0463 -0.2661 -0.1093 0.074
```
Forces are in eV/Å.

## Properties
M in g mol⁻¹: 1029.05
Total charge: 0
Strongest force on any atom in eV Å⁻¹: 3.49
Total energy in Eh: -3813.207529
ΔE to the lowest compared entry with this formula, charge and spin in eV: 0.012